(1)
{"formula": "C6H13N2", "method": "ωB97M-V with the def2-TZVPD basis set", "species": ["C", "C", "C", "C", "C", "C", "N", "N", "H", "H", "H", "H", "H", "H", "H", "H", "H", "H", "H", "H", "H"], "coordinates": [[0.3493, 0.7615, -0.8118], [1.5054, 1.0345, -0.2283], [-0.6985, 1.4847, -1.5657], [-0.5311, -0.3600, -0.4687], [2.3310, 0.1860, 0.7126], [-0.8443, -1.5835, 1.4951], [-0.6401, 1.4085, -2.8830], [-1.3973, -0.3677, 0.7614], [2.0858, 2.0480, -0.3956], [-1.5168, 2.0953, -1.2376], [-0.8747, -0.7829, -1.4112], [2.8032, 0.6850, 1.5136], [3.0795, -0.4796, 0.1822], [1.8017, -0.6593, 1.1560], [0.3193, -1.5109, 1.6252], [-1.4227, -1.6022, 2.4180], [-0.9568, -2.4400, 0.9896], [0.1417, 1.1058, -3.3954], [-1.5431, 1.2084, -3.3478], [-1.4097, 0.5811, 1.2475], [-2.3751, -0.5710, 0.6463]], "mulliken_charge": [0.303, -0.061, -0.295, -0.841, -0.866, -0.692, -0.326, -0.062, 0.288, 0.333, 0.289, 0.384, 0.288, 0.027, 0.129, 0.382, 0.388, 0.258, 0.261, 0.437, 0.378], "e_above_lowest_kcal_mol": 114.02, "orbital_gap_ha": [0.3020, 0.3021], "charge": 1, "homo_energy_ev": [-11.45, -11.45], "multiplicity": 1, "lumo_ev": [-3.227, -3.226]}

---

(2)
{"formula": "C5H7N3", "method": "ωB97M-V with the def2-TZVPD basis set", "species": ["C", "C", "C", "N", "C", "C", "N", "N", "H", "H", "H", "H", "H", "H", "H"], "coordinates": [[-1.5870, -0.1174, -0.7800], [0.9441, 0.5055, -0.4051], [-0.2680, -0.3250, -0.1203], [1.7291, 0.5457, -1.5082], [-0.0084, 0.5083, 1.4892], [0.0353, -0.9262, 1.7242], [1.0864, 1.1194, 0.7204], [0.0578, -1.5262, 0.5535], [1.5798, -0.1447, -2.2241], [2.6765, 0.8677, -1.3888], [-0.5285, 1.1840, 2.1576], [0.0090, -1.4465, 2.6759], [-1.5740, -0.6464, -1.7409], [-2.3888, -0.5391, -0.1722], [-1.7632, 0.9410, -0.9812]], "mulliken_charge": [-1.225, 0.070, 1.349, -0.429, -0.405, -0.294, -0.628, -0.740, 0.234, 0.268, 0.384, 0.413, 0.333, 0.351, 0.320], "e_above_lowest_kcal_mol": 92.08, "orbital_gap_ha": 0.3203, "charge": 0, "homo_energy_ev": -7.97, "multiplicity": 1, "lumo_ev": 0.746}

---

(3)
{"formula": "H14O7", "method": "ωB97M-V with the def2-TZVPD basis set", "species": ["O", "H", "H", "O", "H", "H", "O", "H", "H", "O", "H", "H", "O", "H", "H", "O", "H", "H", "O", "H", "H"], "coordinates": [[4.7812, -3.9898, -24.4491], [4.1450, -3.5910, -25.0579], [5.2078, -3.2429, -24.0166], [3.5689, -5.2295, -30.1213], [3.4208, -4.8319, -29.2551], [4.5026, -5.4620, -30.1218], [4.1112, -0.6098, -29.4672], [3.1972, -0.7991, -29.2254], [4.4156, 0.0298, -28.8119], [4.4814, -3.1908, -27.6450], [3.8146, -2.5053, -27.7243], [5.3123, -2.7521, -27.8668], [2.9607, -5.5748, -26.9007], [2.6095, -5.3901, -26.0233], [3.6249, -4.8828, -27.0502], [7.8892, -1.3192, -27.6416], [8.6992, -0.8020, -27.7126], [7.2910, -0.7745, -27.1189], [2.7446, -1.4048, -25.9680], [2.7577, -0.9391, -25.1232], [2.3614, -0.7681, -26.5827]], "mulliken_charge": [-0.613, 0.293, 0.297, -0.645, 0.319, 0.313, -0.626, 0.300, 0.315, -0.527, 0.284, 0.273, -0.641, 0.299, 0.352, -0.605, 0.304, 0.304, -0.571, 0.292, 0.282], "e_above_lowest_kcal_mol": 46.07, "orbital_gap_ha": 0.3742, "charge": 0, "homo_energy_ev": -10.62, "multiplicity": 1, "lumo_ev": -0.439}

---

(4)
{"formula": "C16H35B2I2O6", "method": "ωB97M-V with the def2-TZVPD basis set", "species": ["C", "C", "O", "C", "B", "C", "B", "O", "O", "C", "I", "C", "C", "I", "H", "H", "H", "H", "H", "H", "H", "H", "H", "H", "H", "H", "H", "H", "H", "H", "H", "C", "C", "O", "C", "H", "H", "H", "H", "H", "H", "C", "C", "O", "C", "H", "H", "H", "H", "H", "H", "C", "C", "O", "C", "H", "H", "H", "H", "H", "H"], "coordinates": [[2.2518, -2.2087, 2.1761], [1.6943, -0.7766, 2.2043], [0.2938, -0.7874, 1.8784], [2.4478, 0.2360, 1.3463], [2.6828, -0.1132, -0.2470], [1.2978, 0.1920, -1.1170], [1.4044, -0.4064, -2.5317], [2.2407, 0.1275, -3.5390], [0.6599, -1.5498, -2.8588], [4.0165, 0.6240, -0.8848], [3.7132, 2.7382, -1.3193], [5.3031, 0.5552, -0.0492], [6.5445, 1.1760, -0.7003], [5.8525, -1.4783, 0.4142], [2.4819, -2.5823, 3.1769], [3.1358, -2.3156, 1.5592], [1.4946, -2.8765, 1.7622], [1.7709, -0.4373, 3.2473], [-0.1675, -1.2291, 2.5975], [3.3657, 0.4584, 1.8991], [1.8484, 1.1537, 1.3891], [2.8875, -1.3213, -0.3868], [0.4456, -0.3013, -0.6431], [1.0578, 1.2631, -1.1315], [2.9759, -0.4906, -3.6593], [1.2069, -2.2285, -3.2705], [4.2693, 0.1777, -1.8476], [5.1293, 1.0983, 0.8768], [7.4228, 0.8628, -0.1324], [6.5104, 2.2586, -0.6524], [6.6802, 0.8117, -1.7172], [-4.0518, 0.0232, 1.4598], [-3.6185, 1.0242, 0.4194], [-3.9747, 2.1834, 0.4533], [-2.7125, 0.5172, -0.6725], [-4.6979, 0.5135, 2.1869], [-4.5915, -0.7925, 0.9889], [-3.1793, -0.3835, 1.9712], [-3.2066, -0.2851, -1.2247], [-1.7827, 0.1336, -0.2489], [-2.4766, 1.3274, -1.3585], [-6.0474, -3.7370, -0.2069], [-4.8461, -4.0124, 0.6673], [-4.1790, -3.1164, 1.1255], [-4.5174, -5.4611, 0.9383], [-6.1744, -2.6635, -0.3253], [-5.9062, -4.1896, -1.1895], [-6.9461, -4.1551, 0.2496], [-4.3166, -5.9805, 0.0001], [-5.3554, -5.9477, 1.4403], [-3.6370, -5.5195, 1.5732], [-0.0307, 5.4470, -1.5234], [-0.1720, 4.6354, -0.2540], [0.7952, 4.3344, 0.3993], [-1.5685, 4.2162, 0.1270], [1.0193, 5.6757, -1.6905], [-0.4107, 4.8783, -2.3737], [-0.5946, 6.3785, -1.4380], [-2.0068, 3.6116, -0.6658], [-2.2010, 5.0898, 0.2944], [-1.5310, 3.6242, 1.0376]], "mulliken_charge": [-1.116, 0.214, -0.458, -0.821, 0.628, -0.051, 0.609, -0.655, -0.642, -0.773, -0.052, -0.220, -1.399, -0.021, 0.341, 0.077, 0.313, 0.488, 0.242, 0.276, 0.137, -0.169, -0.463, 0.044, 0.264, 0.242, 0.324, 0.432, 0.491, 0.359, 0.319, -0.638, 0.818, -0.596, -0.551, 0.355, -0.073, 0.199, 0.422, -0.146, 0.271, -1.079, 0.846, -0.472, -1.169, 0.241, 0.329, 0.333, 0.330, 0.326, 0.302, -1.216, 0.878, -0.520, -0.945, 0.282, 0.320, 0.384, 0.142, 0.418, 0.248], "orbital_gap_ha": 0.2677, "charge": -1, "homo_energy_ev": -5.10, "multiplicity": 1, "lumo_ev": 2.183}

---

(5)
{"formula": "C6H10", "method": "ωB97M-V with the def2-TZVPD basis set", "species": ["C", "C", "C", "C", "C", "C", "H", "H", "H", "H", "H", "H", "H", "H", "H", "H"], "coordinates": [[1.8269, -0.2644, 0.4179], [0.6778, 0.4947, -0.1901], [0.7256, 1.8005, -0.4582], [-1.1551, -0.3668, 1.1380], [-1.9317, -1.1301, 0.2748], [-0.5251, -0.3609, -0.5840], [2.5220, 0.4058, 0.9313], [2.3892, -0.8143, -0.3490], [1.4307, -0.9777, 1.1447], [1.6090, 2.3899, -0.2173], [-0.1130, 2.3338, -0.8996], [-1.5916, 0.6470, 1.1458], [-1.7325, -2.1952, 0.1257], [-2.9014, -0.8197, -0.1378], [-1.1035, 0.1520, -1.3589], [-0.1273, -1.2946, -0.9833]], "mulliken_charge": [-1.264, 0.695, -0.987, -0.352, -0.277, -0.698, 0.387, 0.296, 0.314, 0.286, 0.271, 0.108, 0.249, 0.276, 0.369, 0.328], "e_above_lowest_kcal_mol": 108.50, "orbital_gap_ha": 0.3267, "charge": 0, "homo_energy_ev": -7.99, "multiplicity": 1, "lumo_ev": 0.902}

---

Question: What is the formula in the third record?
Answer: H14O7

---

Question: Number 2 is which compound?
Answer: C5H7N3